Record 1
Below is C3H8O8 in the gas phase, with properties calculated with ωB97M-V with the def2-TZVPD basis set.

Each line ends with the natural charge from an NBO analysis.
Positions of all 19 atoms, in Å:
O1 -0.04068 -1.87605 1.49353  -0.72
C1 -0.05660 -0.52900 1.25204  0.69
O2 -1.16868 0.12988 1.65972  -0.73
O3 1.09228 0.05702 1.70399  -0.74
C2 -0.13848 -0.60364 -0.44907  0.41
O4 0.69520 -1.58754 -0.82168  -0.69
O5 -1.42350 -0.78238 -0.84299  -0.71
C3 0.23519 0.77019 -1.00093  0.68
O6 1.48010 1.15722 -0.59558  -0.71
O7 -0.74690 1.67825 -0.48790  -0.75
O8 0.06011 0.89405 -2.34757  -0.70
H1 0.48313 -1.95950 2.27979  0.49
H2 -1.87479 0.05906 1.01913  0.51
H3 1.42547 0.78281 1.18171  0.52
H4 1.13597 -1.89165 -0.03248  0.50
H5 -1.67563 -1.67237 -0.84915  0.49
H6 1.61719 1.94977 -1.04630  0.49
H7 -0.75133 1.63486 0.44338  0.48
H8 -0.34805 1.78901 -2.55963  0.50

Calculated values
- HOMO energy: -9.810 eV
- Charge: 0
- LUMO energy: 0.52 eV
- Structure (SMILES): OC(O)(O)C(O)(O)C(O)(O)O

***

Record 2
Below is 3 unconnected molecules or ions with the total composition C22H29N4, with properties calculated with ωB97M-V with the def2-TZVPD basis set.

Each line ends with the natural charge from an NBO analysis.
Positions of all 55 atoms, in Å:
C1 -1.17675 -0.54385 -1.87505  -0.68
C2 -2.70803 -1.10590 -1.70926  -0.07
C3 -3.37985 -0.86509 -0.23086  -0.44
C4 -3.53797 0.77135 0.07610  0.09
N1 -4.60647 0.84799 1.18706  -0.82
C5 -2.17913 1.43428 0.72451  -0.06
C6 -1.21900 0.53913 1.76059  -0.27
C7 0.14999 1.17513 2.48096  -0.22
C8 0.63544 2.74495 2.23795  -0.19
C9 -0.29751 3.63113 1.19242  -0.20
C10 -1.66340 2.98998 0.47143  -0.23
C11 -4.16123 1.59001 -1.20051  -0.44
C12 -3.79279 0.96972 -2.67267  -0.26
N2 -3.69747 -0.53892 -2.72934  -0.55
H1 -0.61775 -1.09927 -2.76817  0.25
H2 -0.54176 -0.73706 -0.88349  0.28
H3 -1.08681 0.60056 -2.10218  0.24
H4 -2.65484 -2.28870 -1.86160  0.25
H5 -2.87165 -1.44824 0.64714  0.27
H6 -4.50444 -1.26282 -0.27755  0.21
H7 -4.17892 0.27096 1.96752  0.37
H8 -5.47649 0.37824 0.81648  0.35
H9 -1.45471 -0.58011 2.05815  0.22
H10 0.81939 0.49742 3.19932  0.24
H11 1.58559 3.18322 2.78324  0.27
H12 0.00030 4.73595 0.94184  0.24
H13 -2.25340 3.72428 -0.22285  0.22
H14 -3.91428 2.73372 -1.22933  0.27
H15 -5.34772 1.51317 -1.09493  0.23
H16 -4.68276 1.27820 -3.40577  0.25
H17 -2.81212 1.43290 -3.16311  0.25
H18 -4.64194 -0.96750 -2.49148  0.44
H19 -3.40584 -0.89137 -3.68028  0.45
N3 0.71582 -4.43342 -2.96922  -0.42
C13 1.97615 -4.79152 -3.29890  0.04
C14 3.09648 -4.42785 -2.56901  -0.25
C15 2.91656 -3.64571 -1.43305  -0.16
C16 1.63082 -3.25935 -1.06878  -0.27
C17 0.57247 -3.67564 -1.86031  0.02
H20 2.06486 -5.39868 -4.19508  0.20
H21 4.08530 -4.74630 -2.87896  0.23
H22 3.77103 -3.33993 -0.83636  0.22
H23 1.45722 -2.64947 -0.18947  0.22
H24 -0.45034 -3.40306 -1.61564  0.17
N4 3.97743 2.06407 2.16459  -0.43
C18 4.98212 2.95208 2.33007  0.03
C19 6.10172 2.71234 3.11057  -0.26
C20 6.19761 1.48924 3.76581  -0.16
C21 5.17799 0.55479 3.61650  -0.26
C22 4.09942 0.88473 2.81168  0.02
H25 4.85952 3.89281 1.80124  0.20
H26 6.87978 3.46123 3.20562  0.23
H27 7.05976 1.26585 4.38745  0.22
H28 5.22263 -0.40724 4.11427  0.22
H29 3.27999 0.18758 2.66066  0.18

Calculated values
- HOMO energy: -10.962 eV
- Charge: +1
- LUMO energy: -3.06 eV

***

Record 3
Below is 2 unconnected molecules or ions with the total composition C4H8N3OS, with properties calculated with ωB97M-V with the def2-TZVPD basis set.

Each line ends with the natural charge from an NBO analysis.
Positions of all 17 atoms, in Å:
C1 -1.73881 -0.39098 -0.29415  0.37
C2 1.71062 -0.77358 0.72699  -0.16
C3 -0.52320 1.67551 0.54702  -0.64
C4 0.12089 0.99960 -0.64112  0.73
N1 2.91212 -0.35518 0.57720  -0.69
N2 -0.67502 -0.09797 -1.03805  -0.59
N3 -2.55557 -1.39850 -0.53758  -0.72
O1 1.06640 1.38620 -1.25909  -0.52
S1 -1.94605 0.67268 1.04526  0.41
H1 1.63806 -1.66255 1.37650  0.13
H2 0.17531 1.78179 1.37755  0.29
H3 -0.86107 2.67502 0.25716  0.28
H4 3.75291 -0.76697 0.99046  0.39
H5 -0.38562 -0.62967 -1.84903  0.45
H6 -2.41862 -2.01066 -1.32886  0.43
H7 -3.34878 -1.56257 0.06414  0.44
H8 3.07643 0.45782 -0.01439  0.40

Calculated values
- HOMO energy: -11.928 eV
- Charge: +1
- LUMO energy: -3.59 eV

***

Record 4
Below is a molecular structure, C38H46INNiO2, with properties calculated with ωB97M-V with the def2-TZVPD basis set.

Each line ends with the Mulliken spin population.
Positions of all 89 atoms, in Å:
Ni1 0.20861 -1.19112 -1.35285  0.89
C1 1.80886 6.01665 0.42566  0.00
C2 1.36336 4.74831 1.15560  0.00
C3 -0.01595 5.01499 1.77591  0.00
C4 2.37379 4.46129 2.27672  0.00
C5 1.28283 3.53761 0.21751  -0.06
C6 0.86658 2.32071 0.71578  0.09
C7 0.77570 1.20749 -0.12629  -0.01
N1 0.36374 -0.06184 0.19351  0.31
C8 -0.12528 -0.64788 1.31057  0.12
C9 -0.15732 -0.13096 2.62675  0.02
C10 -0.73010 -0.85638 3.63361  0.02
C11 -1.26783 -2.13217 3.32343  0.12
C12 -1.24828 -2.70792 2.07029  -0.05
C13 -0.65262 -1.95408 1.03006  0.16
O1 -0.57349 -2.41259 -0.20386  0.12
C14 -1.82307 -4.10002 1.79065  0.00
C15 -2.92853 -4.00964 0.72695  0.00
C16 -2.43493 -4.72278 3.04847  0.00
C17 -0.70333 -5.03430 1.30104  0.00
C18 -0.80656 -0.34780 5.07532  0.00
C19 -2.27789 -0.27830 5.51544  0.00
C20 -0.19785 1.04667 5.22568  0.00
C21 -0.04356 -1.30826 6.00033  0.00
C22 1.07746 1.31275 -1.52365  0.08
O2 0.91416 0.22064 -2.27955  0.05
C23 1.52477 2.53443 -2.03591  -0.05
C24 1.61525 3.60146 -1.13748  0.11
C25 1.92194 2.79577 -3.50131  0.00
C26 3.39468 3.24248 -3.54173  0.00
C27 1.78736 1.58469 -4.43149  0.00
C28 1.03439 3.91394 -4.07553  0.00
H1 1.83788 6.84791 1.13369  0.00
H2 1.11654 6.28433 -0.37669  0.00
H3 2.80989 5.90725 0.00097  0.00
H4 0.02416 5.89168 2.42906  0.00
H5 -0.36227 4.16828 2.37317  0.00
H6 -0.75663 5.20076 0.99450  0.00
H7 2.45756 5.32317 2.94647  0.00
H8 3.36078 4.25484 1.85585  0.00
H9 2.07507 3.59646 2.87401  0.00
H10 0.57810 2.24169 1.75122  0.00
H11 0.28505 0.82586 2.83611  -0.01
H12 -1.71018 -2.69522 4.13459  0.02
H13 -3.72908 -3.34648 1.06523  0.00
H14 -3.35759 -5.00185 0.55880  0.00
H15 -2.54339 -3.63417 -0.21980  0.00
H16 -3.25478 -4.11624 3.44373  0.00
H17 -1.68997 -4.86340 3.83702  0.00
H18 -2.83979 -5.70548 2.79602  0.00
H19 -0.26774 -4.67653 0.36933  0.00
H20 -1.10453 -6.03848 1.13193  0.00
H21 0.08776 -5.10535 2.05219  0.00
H22 -2.84584 0.37685 4.85069  0.00
H23 -2.34983 0.11584 6.53341  0.00
H24 -2.75040 -1.26313 5.50336  0.00
H25 -0.71628 1.78086 4.60251  0.00
H26 0.86402 1.05407 4.96461  0.00
H27 -0.28692 1.36992 6.26512  0.00
H28 -0.47816 -2.31043 5.98943  0.00
H29 -0.07116 -0.94240 7.03090  0.00
H30 1.00112 -1.38914 5.69129  0.00
H31 1.95762 4.54962 -1.53086  0.02
H32 4.04001 2.46186 -3.13045  0.00
H33 3.56203 4.15635 -2.96841  0.00
H34 3.70039 3.43128 -4.57548  0.00
H35 2.42034 0.75536 -4.11409  0.00
H36 2.09874 1.89229 -5.43466  0.00
H37 0.76166 1.22082 -4.48401  0.00
H38 1.14458 4.85132 -3.52694  0.00
H39 -0.01817 3.62124 -4.03862  0.00
H40 1.30064 4.10259 -5.12002  0.00
I1 2.21125 -2.93614 -2.14521  0.08
C29 0.94167 -3.38858 -3.75398  0.01
C30 1.36334 -4.28607 -4.68490  0.00
C31 0.50737 -4.60552 -5.76380  0.00
C32 -0.72020 -4.02199 -5.86127  0.00
C33 -1.16571 -3.08538 -4.89387  0.00
C34 -2.43913 -2.47401 -4.98654  0.00
C35 -2.84640 -1.57434 -4.04585  0.00
C36 -1.99609 -1.23742 -2.96614  -0.06
C37 -0.76768 -1.80524 -2.85032  0.04
C38 -0.31754 -2.74630 -3.80374  -0.05
H41 2.33665 -4.75251 -4.60595  -0.01
H42 0.83917 -5.31863 -6.50761  0.00
H43 -1.38093 -4.26696 -6.68573  0.00
H44 -3.08383 -2.73631 -5.81860  0.00
H45 -3.82201 -1.10877 -4.11897  0.00
H46 -2.33807 -0.51382 -2.23235  0.02

Calculated values
- HOMO energy (alpha / beta): -7.008 / -7.412 eV
- 2S+1: 3
- Charge: 0
- LUMO energy (alpha / beta): -0.43 / -1.95 eV
- Expectation value of S²: 2.05

***

Please write out number 2 again, unchanged.
Below is 3 unconnected molecules or ions with the total composition C22H29N4, with properties calculated with ωB97M-V with the def2-TZVPD basis set.

Each line ends with the natural charge from an NBO analysis.
Positions of all 55 atoms, in Å:
C1 -1.17675 -0.54385 -1.87505  -0.68
C2 -2.70803 -1.10590 -1.70926  -0.07
C3 -3.37985 -0.86509 -0.23086  -0.44
C4 -3.53797 0.77135 0.07610  0.09
N1 -4.60647 0.84799 1.18706  -0.82
C5 -2.17913 1.43428 0.72451  -0.06
C6 -1.21900 0.53913 1.76059  -0.27
C7 0.14999 1.17513 2.48096  -0.22
C8 0.63544 2.74495 2.23795  -0.19
C9 -0.29751 3.63113 1.19242  -0.20
C10 -1.66340 2.98998 0.47143  -0.23
C11 -4.16123 1.59001 -1.20051  -0.44
C12 -3.79279 0.96972 -2.67267  -0.26
N2 -3.69747 -0.53892 -2.72934  -0.55
H1 -0.61775 -1.09927 -2.76817  0.25
H2 -0.54176 -0.73706 -0.88349  0.28
H3 -1.08681 0.60056 -2.10218  0.24
H4 -2.65484 -2.28870 -1.86160  0.25
H5 -2.87165 -1.44824 0.64714  0.27
H6 -4.50444 -1.26282 -0.27755  0.21
H7 -4.17892 0.27096 1.96752  0.37
H8 -5.47649 0.37824 0.81648  0.35
H9 -1.45471 -0.58011 2.05815  0.22
H10 0.81939 0.49742 3.19932  0.24
H11 1.58559 3.18322 2.78324  0.27
H12 0.00030 4.73595 0.94184  0.24
H13 -2.25340 3.72428 -0.22285  0.22
H14 -3.91428 2.73372 -1.22933  0.27
H15 -5.34772 1.51317 -1.09493  0.23
H16 -4.68276 1.27820 -3.40577  0.25
H17 -2.81212 1.43290 -3.16311  0.25
H18 -4.64194 -0.96750 -2.49148  0.44
H19 -3.40584 -0.89137 -3.68028  0.45
N3 0.71582 -4.43342 -2.96922  -0.42
C13 1.97615 -4.79152 -3.29890  0.04
C14 3.09648 -4.42785 -2.56901  -0.25
C15 2.91656 -3.64571 -1.43305  -0.16
C16 1.63082 -3.25935 -1.06878  -0.27
C17 0.57247 -3.67564 -1.86031  0.02
H20 2.06486 -5.39868 -4.19508  0.20
H21 4.08530 -4.74630 -2.87896  0.23
H22 3.77103 -3.33993 -0.83636  0.22
H23 1.45722 -2.64947 -0.18947  0.22
H24 -0.45034 -3.40306 -1.61564  0.17
N4 3.97743 2.06407 2.16459  -0.43
C18 4.98212 2.95208 2.33007  0.03
C19 6.10172 2.71234 3.11057  -0.26
C20 6.19761 1.48924 3.76581  -0.16
C21 5.17799 0.55479 3.61650  -0.26
C22 4.09942 0.88473 2.81168  0.02
H25 4.85952 3.89281 1.80124  0.20
H26 6.87978 3.46123 3.20562  0.23
H27 7.05976 1.26585 4.38745  0.22
H28 5.22263 -0.40724 4.11427  0.22
H29 3.27999 0.18758 2.66066  0.18

Calculated values
- HOMO energy: -10.962 eV
- Charge: +1
- LUMO energy: -3.06 eV